# C10H8O3

A molecular structure, C10H8O3 at a distorted geometry (ωB97M-V with the def2-TZVPD basis set, OMol25).

Each line ends with the Löwdin charge.
Cartesian coordinates (Å):
C 2.780 0.749 0.524  -0.058
C 2.840 -0.193 -0.475  -0.076
C 1.631 1.653 0.728  -0.005
C 1.715 -0.643 -1.203  -0.053
C 0.446 1.336 0.192  0.044
C 0.481 -0.191 -0.985  -0.074
C -2.736 -1.990 0.796  0.048
C -1.807 -1.114 0.435  -0.095
C -1.843 -0.153 -0.690  -0.299
C -0.825 1.945 0.193  -0.450
O -1.157 2.989 0.666  0.159
O -1.863 1.223 -0.421  0.083
O -0.702 -0.568 -1.466  0.041
H 3.696 0.986 1.115  0.108
H 3.644 -0.838 -0.722  0.098
H 1.632 2.449 1.334  0.080
H 1.982 -1.382 -1.814  0.072
H -2.672 -2.831 1.566  0.099
H -3.660 -1.870 0.382  0.024
H -0.908 -1.132 1.057  0.120
H -2.675 -0.426 -1.213  0.133

Properties
**Total charge**: 0
**2S+1**: 1
**ΔE to the lowest compared entry with this formula, charge and spin**: 419.7 kJ/mol
**LUMO level**: -0.3 eV
**Strongest force on any atom**: 6.87 eV/Å
**Electronic energy**: -16637.8048 eV



# C46H48MnN3P

A molecular structure, C46H48MnN3P at a distorted geometry (ωB97M-V with the def2-TZVPD basis set, OMol25).

Each line ends with the Löwdin charge.
Cartesian coordinates (Å):
Mn 0.169 -0.205 -0.195  0.667
N -0.665 -2.071 2.265  0.098
N -0.406 -2.173 -1.310  -0.093
C 1.395 1.442 -0.641  -0.273
C 2.228 0.300 -0.325  -0.275
C 1.929 -0.105 1.023  -0.273
C 2.609 -1.179 1.798  -0.041
H 3.237 -1.794 1.143  0.072
H 1.861 -1.822 2.276  0.067
H 3.253 -0.771 2.593  0.089
C 0.895 0.753 1.541  -0.265
C 0.267 0.661 2.877  -0.049
H 0.800 1.251 3.635  0.089
H 0.238 -0.385 3.195  0.044
H -0.772 1.010 2.825  0.032
C 0.567 1.720 0.514  -0.279
C -0.382 2.845 0.688  -0.062
H -1.374 2.459 0.989  -0.009
H -0.492 3.421 -0.239  0.076
H -0.032 3.528 1.477  0.088
C 3.279 -0.309 -1.195  -0.046
H 4.231 -0.419 -0.652  0.081
H 3.466 0.310 -2.081  0.062
H 2.978 -1.313 -1.538  0.073
C 1.446 2.285 -1.867  -0.033
H 0.449 2.359 -2.328  0.075
H 2.135 1.861 -2.610  0.065
H 1.782 3.306 -1.620  0.089
C -1.418 -2.499 3.286  -0.122
H -1.332 -1.952 4.230  0.114
C -2.274 -3.594 3.175  -0.080
H -2.870 -3.887 4.035  0.097
C -2.360 -4.259 1.949  -0.076
H -3.017 -5.111 1.825  0.099
C -1.587 -3.804 0.889  -0.025
H -1.589 -4.271 -0.094  0.101
C -0.756 -2.694 1.087  -0.273
C 0.155 -2.221 0.011  -0.206
H 1.155 -2.687 0.059  0.120
C -0.600 -0.844 -1.733  -0.124
C -0.134 -2.982 -2.406  -0.051
H 0.082 -4.032 -2.312  0.114
C -0.278 -2.217 -3.504  -0.062
H -0.188 -2.475 -4.542  0.115
N -0.537 -0.905 -3.093  -0.012
C -0.492 0.229 -3.961  -0.138
C 0.651 0.424 -4.751  -0.207
C 0.697 1.532 -5.603  -0.014
H 1.575 1.676 -6.237  0.115
C -0.347 2.459 -5.642  -0.269
C -0.285 3.655 -6.556  -0.061
H -0.307 4.596 -5.987  0.083
H -1.140 3.673 -7.250  0.081
H 0.638 3.636 -7.150  0.071
C -1.474 2.239 -4.841  -0.002
H -2.307 2.946 -4.880  0.121
C -1.567 1.126 -3.993  -0.197
C -2.800 0.881 -3.185  -0.033
H -3.263 -0.091 -3.403  0.092
H -3.531 1.661 -3.427  0.080
H -2.603 0.920 -2.105  0.076
C 1.828 -0.496 -4.701  -0.047
H 1.692 -1.349 -5.383  0.083
H 2.038 -0.883 -3.695  0.065
H 2.724 0.045 -5.032  0.083
C -6.662 4.345 0.585  -0.140
C -7.044 3.105 1.111  -0.115
C -6.075 2.147 1.435  -0.119
C -4.714 2.449 1.273  -0.382
C -4.337 3.660 0.656  -0.122
C -5.307 4.612 0.337  -0.121
P -3.372 1.512 2.111  1.049
C -3.378 2.445 3.705  -0.404
C -2.228 3.198 4.047  -0.146
C -2.245 4.025 5.171  -0.151
C -3.396 4.129 5.958  -0.176
C -4.544 3.405 5.612  -0.136
C -4.539 2.572 4.487  -0.158
C -4.198 -0.097 2.447  -0.380
C -4.481 -0.539 3.747  -0.106
C -5.276 -1.668 3.942  -0.110
C -5.722 -2.416 2.853  -0.124
C -5.313 -2.062 1.565  -0.115
C -4.516 -0.940 1.359  -0.112
H -7.414 5.104 0.373  0.080
H -8.097 2.875 1.281  0.088
H -6.387 1.184 1.837  0.091
H -3.279 3.854 0.452  0.084
H -5.013 5.570 -0.096  0.087
H -1.320 3.129 3.436  0.063
H -1.354 4.590 5.446  0.080
H -3.403 4.769 6.844  0.070
H -5.443 3.485 6.229  0.085
H -5.447 2.022 4.227  0.084
H -4.116 0.020 4.609  0.097
H -5.545 -1.963 4.958  0.097
H -6.354 -3.294 3.006  0.091
H -5.624 -2.673 0.716  0.095
H -4.165 -0.691 0.355  0.100

Properties
**Total charge**: -1
**2S+1**: 5
**LUMO level (alpha / beta)**: 2.2 / 2.2 eV
**Strongest force on any atom**: 2.31 eV/Å
**Electronic energy**: -93557.6289 eV



# C23H31I2N3O6P2S3

3 unconnected molecules or ions with the total composition C23H31I2N3O6P2S3 at a distorted geometry (ωB97M-V with the def2-TZVPD basis set, OMol25).

Each line ends with the Löwdin charge.
Cartesian coordinates (Å):
C 2.199 -2.637 -0.238  -0.200
C 0.794 -3.190 -0.063  -0.770
I -0.352 -3.698 -1.786  0.894
C 0.229 -3.385 1.123  -0.744
I 1.355 -2.933 2.898  0.880
C -1.154 -3.873 1.353  -0.409
C -1.453 -5.203 1.538  -0.062
C -2.771 -5.591 1.739  -0.069
C -3.769 -4.642 1.789  -0.017
C -3.479 -3.292 1.609  -0.248
C -2.173 -2.933 1.378  -0.411
S -1.859 -1.195 1.116  1.038
C -3.361 -0.741 0.268  -0.422
C -3.370 0.195 -0.735  -0.083
C -4.567 0.563 -1.352  -0.371
P -4.749 1.797 -2.720  0.816
N -3.628 1.427 -3.983  -0.180
O -4.193 3.272 -2.178  -0.314
C -5.737 -0.027 -0.930  -0.147
C -5.750 -1.007 0.069  -0.286
P -7.353 -1.735 0.559  0.828
N -8.417 -0.363 0.691  -0.177
O -7.854 -2.655 -0.726  -0.303
C -4.540 -1.371 0.669  -0.259
N -4.561 -2.365 1.673  0.087
H 2.926 -3.183 0.372  0.048
H 2.506 -2.662 -1.289  0.058
H 2.184 -1.597 0.115  0.052
H -0.699 -5.987 1.534  0.124
H -2.985 -6.652 1.851  0.109
H -4.814 -4.924 1.940  0.119
H -2.437 0.665 -1.054  0.094
H -2.686 1.527 -3.598  0.012
H -3.782 0.484 -4.326  0.029
H -4.131 3.266 -1.214  0.044
H -6.685 0.271 -1.382  0.090
H -7.803 0.452 0.749  0.023
H -8.815 -0.431 1.624  0.013
H -8.482 -3.311 -0.406  0.030
H -5.409 -2.921 1.636  0.057
C 2.695 2.949 -2.282  -0.209
C 2.685 3.217 -0.773  -0.217
C 1.312 2.799 -0.237  -0.199
S 0.723 1.505 -1.332  0.663
O -0.449 1.982 -2.029  -0.331
O 0.722 0.248 -0.631  -0.339
C 2.113 1.550 -2.455  -0.219
H 3.699 3.018 -2.700  0.114
H 2.065 3.682 -2.793  0.119
H 3.460 2.617 -0.294  0.061
H 2.890 4.264 -0.548  0.118
H 1.373 2.407 0.776  0.109
H 0.598 3.621 -0.275  0.106
H 1.774 1.345 -3.468  0.109
H 2.822 0.786 -2.134  0.108
C 7.688 3.313 1.259  -0.218
C 8.087 1.873 1.605  -0.212
C 6.843 1.174 2.165  -0.215
S 5.430 1.991 1.418  0.655
O 4.687 2.667 2.450  -0.308
O 4.794 1.088 0.490  -0.334
C 6.368 3.209 0.503  -0.233
H 8.451 3.813 0.663  0.116
H 7.548 3.888 2.178  0.121
H 8.421 1.361 0.699  0.117
H 8.909 1.842 2.319  0.115
H 6.820 0.117 1.909  0.104
H 6.766 1.295 3.244  0.107
H 5.816 4.146 0.465  0.107
H 6.521 2.821 -0.505  0.110

Properties
**Total charge**: 0
**2S+1**: 1
**SMILES**: C/C(I)=C(\I)c1cccc2c1Sc1cc(P(N)O)cc(P(N)O)c1N2.O=S1(=O)CCCC1.O=S1(=O)CCCC1
**LUMO level**: 0.1 eV
**Strongest force on any atom**: 2.34 eV/Å
**Electronic energy**: -108394.4870 eV



# C5H11NO2

4 unconnected molecules or ions with the total composition C5H11NO2 at a distorted geometry (ωB97M-V with the def2-TZVPD basis set, OMol25).

Each line ends with the Löwdin charge.
Cartesian coordinates (Å):
O 3.385 -0.887 -0.400  -0.283
C 1.544 1.231 -0.750  0.200
O -0.821 2.683 -0.003  -0.249
C 0.798 0.577 0.210  -0.203
C -2.755 -1.338 0.609  -0.209
C -1.630 -1.912 0.482  0.007
C -2.043 -0.264 -0.026  -0.051
N 1.155 -0.578 0.764  0.204
H 2.463 0.877 -1.218  0.080
H 1.335 2.293 -0.845  0.064
H -1.876 0.725 0.398  0.043
H -1.217 -2.883 0.719  0.084
H 0.492 -1.326 0.531  0.089
H 0.127 1.261 0.771  0.096
H -1.823 -0.241 -1.089  0.078
H -3.792 -1.662 0.546  0.102
H -1.279 3.533 0.012  -0.036
H 3.790 -1.307 -1.165  -0.030
H 2.148 -0.782 0.454  0.016

Properties
**Total charge**: 0
**2S+1**: 1
**ΔE to the lowest compared entry with this formula, charge and spin**: 1331.4 kJ/mol
**LUMO level**: -4.6 eV
**Strongest force on any atom**: 4.00 eV/Å
**Electronic energy**: -10935.4675 eV